{
  "formula": "C5H14N2",
  "method": "the ωB97M-V functional and the def2-TZVPD basis",
  "smiles": "CC[C@@H](CN)NC",
  "orbital_gap_ev": 9.61,
  "total_charge": 0,
  "e_tot_ha": -308.381256,
  "homo_ev": -8.6,
  "elements": ["C", "N", "C", "C", "C", "C", "N", "H", "H", "H", "H", "H", "H", "H", "H", "H", "H", "H", "H", "H", "H"],
  "coordinates": [[-1.9786, -0.1095, -0.7644], [-0.6091, -0.0770, -1.3042], [0.1877, 2.3727, -0.1880], [0.7086, 1.0853, 0.5111], [0.4475, -0.2072, -0.2596], [0.3503, -1.5094, 0.5352], [1.6491, -1.9618, 1.0155], [-2.0040, -0.5075, 0.2599], [-2.3711, 0.8959, -0.5894], [-2.6760, -0.6676, -1.3814], [-0.5089, -0.9060, -1.8890], [0.6049, 3.2728, 0.2465], [0.4834, 2.2724, -1.2331], [-0.8980, 2.3687, -0.2470], [0.3065, 1.0437, 1.5284], [1.7832, 1.2494, 0.5869], [1.3431, -0.3315, -0.8803], [0.0000, -2.2199, -0.2217], [-0.3952, -1.4668, 1.3365], [1.7972, -2.9477, 0.9732], [1.7796, -1.6489, 1.9650]],
  "atomic_forces_ev_per_a": [[0.21, 0.49, 1.07], [-0.44, -0.58, 0.55], [0.06, -1.47, -0.59], [-0.43, 1.07, 0.27], [0.50, 0.34, -1.45], [-0.13, -0.29, -0.47], [0.12, 0.97, 0.24], [-0.09, -0.45, -0.25], [-0.02, 0.11, -0.55], [0.06, 0.01, -0.14], [0.04, 0.34, 0.01], [-0.14, 0.12, 0.13], [0.21, 0.40, -0.03], [-0.05, 0.37, 0.37], [0.01, -0.09, 0.04], [0.09, -0.39, 0.30], [0.02, -0.18, 0.12], [-0.08, -0.22, 0.32], [-0.02, 0.04, -0.06], [-0.18, -0.49, 0.01], [0.27, -0.12, 0.10]],
  "mulliken_charge": [-0.77, -0.48, -1.16, -0.65, 0.27, -0.63, -0.58, 0.20, 0.24, 0.34, 0.34, 0.39, 0.33, 0.20, 0.28, 0.33, 0.23, 0.38, 0.30, 0.20, 0.22]
}

=====

{
  "formula": "C6H7N2O2",
  "method": "the ωB97M-V functional and the def2-TZVPD basis",
  "spin_multiplicity": 3,
  "orbital_gap_ev": [7.06, 6.86],
  "total_charge": 1,
  "e_tot_ha": -492.303349,
  "homo_ev": [-10.4, -14.1],
  "elements": ["C", "C", "C", "C", "C", "C", "N", "N", "O", "O", "H", "H", "H", "H", "H", "H", "H"],
  "coordinates": [[1.1004, -1.5824, -0.5562], [1.3408, 1.0045, 0.5634], [0.0786, -0.9649, -1.1467], [0.4205, 1.2102, -0.3921], [1.5979, -1.2794, 0.8042], [-1.7480, -0.3853, 0.3639], [1.5359, -0.1455, 1.4029], [-2.8527, 0.1597, -0.0470], [-1.3600, -1.2031, 1.0935], [-0.5530, 0.1631, -0.6587], [1.4744, -2.4693, -1.1039], [2.1431, 1.7766, 0.7695], [-0.3153, -1.2466, -2.0710], [0.4038, 2.0925, -1.0211], [1.8052, -2.2130, 1.3460], [-3.6872, -0.3221, 0.3128], [-3.0070, 0.6805, -1.0444]],
  "atomic_forces_ev_per_a": [[0.65, -0.27, 2.53], [2.04, 0.85, 2.48], [0.56, -0.53, -1.34], [0.23, -0.65, 1.56], [0.61, -5.22, -2.53], [0.94, -0.82, 0.04], [-2.37, 4.25, -2.52], [-2.11, 1.56, -3.13], [-0.49, 0.52, 0.34], [0.15, 1.84, 0.31], [-0.22, 0.40, 0.94], [-1.28, -0.59, -0.56], [-0.42, -0.33, -1.37], [-0.28, -0.39, -0.08], [0.67, 0.56, -0.04], [0.38, 0.53, -0.13], [0.95, -1.72, 3.49]],
  "mulliken_spin": [0.06, -0.01, 0.36, 0.15, 0.42, -0.01, 0.90, 0.00, 0.01, -0.02, 0.01, 0.02, 0.02, 0.01, 0.07, 0.00, 0.00]
}